The following is a quantum chemistry calculation of 9 unconnected molecules or ions with the total composition C9H36N16O9 at a distorted geometry, from OMol25.

Output
**Frontier orbital gap**: 9.49 eV
**Highest occupied orbital energy**: -9.58 eV
**E_LUMO**: -0.09 eV
**SMILES**: NC(N)=O.NC(N)=O.NC(N)=O.NC(N)=O.NC(N)=O.NC(N)=O.NC(N)=O.NC(N)=O.CO
**Multiplicity**: 1
**E_tot**: -1917.89992 Ha
**Charge**: 0

Each line ends with the Löwdin charge.
CARTESIAN COORDINATES (ANGSTROEM)
O: -2.870 -12.116 33.416  0.07
O: 2.894 -7.187 35.342  0.00
O: 8.725 -16.232 24.834  -0.13
O: 4.392 -13.897 34.194  -0.01
O: 1.420 -18.201 20.912  0.01
O: 10.796 -8.745 29.485  0.08
O: 3.213 -13.274 26.407  0.03
O: 8.857 -9.408 22.075  0.03
O: -2.979 -14.587 26.468  0.03
N: -2.986 -13.279 24.654  0.16
N: 2.415 -7.671 33.223  0.16
N: -2.068 -13.537 31.983  0.16
N: -3.775 -12.461 31.412  0.15
N: 4.465 -7.430 33.733  0.16
N: 8.914 -7.728 29.969  0.14
N: 3.421 -13.393 36.162  0.15
N: 1.823 -16.025 21.390  0.15
N: 10.317 -7.870 22.846  0.16
N: 10.364 -10.033 23.484  0.14
N: 2.756 -12.572 28.430  0.17
N: 8.838 -9.403 28.664  0.16
N: 5.106 -14.761 36.168  0.15
N: -4.882 -13.932 25.508  0.14
N: 4.631 -13.532 28.046  0.17
N: 0.977 -17.376 22.923  0.16
C: 9.764 -9.066 22.789  -0.78
C: 8.179 -17.511 24.855  -0.18
C: 9.625 -8.691 29.399  -0.82
C: -3.547 -14.000 25.579  -0.78
C: 4.387 -13.919 35.440  -0.74
C: 1.445 -17.274 21.723  -0.76
C: 3.246 -7.406 34.166  -0.79
C: -2.953 -12.710 32.396  -0.85
C: 3.549 -13.060 27.553  -0.85
H: 5.171 -14.684 37.173  0.10
H: 2.872 -12.754 35.605  0.12
H: 1.414 -7.675 33.361  0.13
H: -5.518 -14.506 26.043  0.11
H: 9.393 -16.292 24.147  0.07
H: 1.785 -12.821 28.304  0.13
H: -2.228 -13.990 31.095  0.11
H: 7.449 -17.565 24.048  0.08
H: -1.981 -13.192 24.600  0.12
H: 7.848 -17.811 25.849  0.08
H: -1.233 -13.630 32.543  0.13
H: 11.169 -7.730 23.371  0.11
H: 4.704 -13.541 29.053  0.12
H: 8.116 -7.444 29.420  0.10
H: -4.502 -11.789 31.608  0.12
H: 9.119 -10.053 27.944  0.12
H: 11.259 -9.841 23.913  0.10
H: -5.285 -13.278 24.852  0.10
H: 4.507 -7.520 32.728  0.10
H: 9.839 -10.896 23.481  0.12
H: 5.214 -7.059 34.299  0.13
H: 5.904 -15.175 35.707  0.11
H: 9.828 -7.105 22.406  0.12
H: 7.854 -9.175 28.678  0.11
H: 2.032 -15.372 22.131  0.10
H: 2.184 -15.983 20.448  0.11
H: 0.962 -16.681 23.656  0.11
H: 0.535 -18.251 23.170  0.12
H: 3.202 -12.534 29.335  0.11
H: -3.494 -12.768 23.947  0.11
H: 5.347 -13.801 27.386  0.13
H: 9.337 -7.039 30.575  0.11
H: 9.030 -18.122 24.553  0.08
H: -3.798 -13.000 30.557  0.11
H: 3.343 -13.463 37.166  0.11
H: 2.770 -7.568 32.283  0.11

The following is a quantum chemistry calculation of a single CHNO2S molecule at a distorted geometry, from OMol25.

Output
**Frontier orbital gap (spin up / spin down)**: 8.06 / 8.06 eV
**Highest occupied orbital energy (spin up / spin down)**: -8.64 / -8.64 eV
**E_LUMO (spin up / spin down)**: -0.58 / -0.58 eV
**Multiplicity**: 1
**E_tot**: -641.96234 Ha
**Charge**: 0

Each line ends with the Löwdin charge.
CARTESIAN COORDINATES (ANGSTROEM)
S: 2.221 -1.096 0.045  0.95
O: 3.760 1.173 0.109  0.15
O: 0.283 0.557 -0.024  -0.16
N: 1.006 -0.257 -0.741  -0.49
C: 3.226 0.129 0.123  -0.53
H: -0.419 0.046 0.369  0.08

Question: charge of number 1 (C9H36N16O9)?
Answer: 0

Question: E_tot of number 2 (CHNO2S)?
Answer: -641.96234 Ha